[1]
Entry from the Open Molecules 2025 dataset: a cluster of 6 separate species, C31H62ClNO8P in total (ωB97M-V/def2-TZVPD).

Last column: Löwdin spin population.
Geometry (Å):
C1 1.265 -1.792 0.542  0.0000
C2 0.760 -0.418 0.044  0.0000
C3 1.802 0.207 -0.895  0.0000
C4 0.448 0.541 1.205  0.0000
C5 -0.893 1.282 1.091  0.0000
C6 -1.020 2.384 2.137  0.0000
C7 -2.041 0.285 1.201  0.0001
O1 -3.315 0.934 1.193  0.0003
C8 -4.249 0.566 0.187  0.0009
P1 -4.757 -1.277 0.231  0.0013
O2 -4.077 -1.798 1.625  0.0003
Cl1 -3.389 -2.169 -1.050  0.0006
C9 -3.815 0.915 -1.238  0.0167
C10 -3.923 2.389 -1.654  0.0259
C11 -3.833 2.459 -3.187  -0.0012
C12 -2.782 3.253 -1.099  0.0034
N1 -5.257 2.929 -1.256  0.3758
O3 -6.188 2.606 -2.076  0.5250
C13 -5.665 2.750 0.164  0.0259
C14 -4.856 3.620 1.130  0.0024
C15 -7.134 3.192 0.286  -0.0010
C16 -5.564 1.269 0.545  0.0166
H1 0.840 -2.601 -0.048  0.0000
H2 2.351 -1.836 0.457  0.0000
H3 0.977 -1.980 1.576  0.0000
H4 -0.134 -0.600 -0.558  0.0000
H5 1.360 1.053 -1.423  0.0000
H6 2.664 0.526 -0.316  0.0000
H7 2.088 -0.528 -1.649  0.0000
H8 0.483 0.035 2.173  0.0000
H9 1.220 1.312 1.230  0.0000
H10 -0.928 1.711 0.083  0.0000
H11 -1.366 1.987 3.092  0.0000
H12 -1.693 3.182 1.827  0.0000
H13 -0.046 2.847 2.307  0.0000
H14 -1.957 -0.448 0.406  0.0000
H15 -1.944 -0.246 2.151  0.0000
H16 -4.577 -1.476 2.376  0.0001
H17 -2.786 0.598 -1.415  0.0011
H18 -4.440 0.342 -1.928  0.0018
H19 -2.792 2.314 -3.473  -0.0004
H20 -4.180 3.423 -3.547  -0.0002
H21 -4.405 1.665 -3.659  -0.0003
H22 -1.879 3.088 -1.681  -0.0004
H23 -2.574 3.071 -0.054  0.0000
H24 -3.045 4.306 -1.214  0.0016
H25 -5.334 3.577 2.107  -0.0004
H26 -3.840 3.276 1.270  0.0000
H27 -4.827 4.655 0.792  0.0012
H28 -7.808 2.448 -0.124  -0.0003
H29 -7.360 3.342 1.340  -0.0004
H30 -7.263 4.130 -0.248  -0.0001
H31 -6.397 0.721 0.104  0.0023
H32 -5.685 1.216 1.631  0.0014
C17 4.938 1.893 3.026  0.0000
C18 5.213 1.956 1.545  0.0000
O4 4.395 1.579 0.734  0.0000
C19 6.553 2.498 1.119  0.0000
H33 3.942 1.489 3.195  0.0000
H34 5.667 1.246 3.517  0.0000
H35 5.003 2.890 3.464  0.0000
H36 7.355 1.890 1.540  0.0000
H37 6.674 3.520 1.482  0.0000
H38 6.632 2.492 0.038  0.0000
C20 6.462 -2.026 6.650  0.0000
C21 6.123 -1.216 5.422  0.0000
O5 6.078 -0.009 5.454  0.0000
C22 5.841 -1.988 4.155  0.0000
H39 6.642 -1.360 7.490  0.0000
H40 5.639 -2.701 6.891  0.0000
H41 7.355 -2.627 6.466  0.0000
H42 4.996 -2.661 4.309  0.0000
H43 6.711 -2.587 3.881  0.0000
H44 5.607 -1.300 3.346  0.0000
C23 -0.814 -3.984 -2.382  0.0000
C24 -0.113 -4.275 -3.687  0.0000
O6 0.541 -3.435 -4.258  0.0000
C25 -0.274 -5.670 -4.244  0.0000
H45 -0.625 -2.954 -2.091  0.0000
H46 -1.887 -4.140 -2.496  0.0000
H47 -0.447 -4.654 -1.602  0.0000
H48 -1.329 -5.883 -4.419  0.0000
H49 0.110 -6.403 -3.533  0.0000
H50 0.273 -5.754 -5.180  0.0000
C26 -6.331 -4.288 -1.530  0.0000
C27 -6.848 -5.260 -2.563  0.0000
O7 -6.106 -5.990 -3.175  0.0000
C28 -8.341 -5.274 -2.796  0.0000
H51 -5.251 -4.375 -1.459  0.0000
H52 -6.590 -3.265 -1.810  0.0000
H53 -6.776 -4.502 -0.556  0.0000
H54 -8.677 -4.288 -3.123  0.0000
H55 -8.861 -5.523 -1.870  0.0000
H56 -8.585 -6.010 -3.558  0.0000
C29 9.669 1.740 -2.909  0.0000
C30 9.842 2.542 -1.642  0.0000
O8 8.897 2.855 -0.957  0.0000
C31 11.252 2.936 -1.273  0.0000
H57 8.616 1.521 -3.062  0.0000
H58 10.051 2.302 -3.762  0.0000
H59 10.227 0.804 -2.838  0.0000
H60 11.691 3.542 -2.067  0.0000
H61 11.867 2.044 -1.143  0.0000
H62 11.242 3.506 -0.348  0.0000

The expectation value of S² is 0.75. The calculation puts the HOMO energy (spin up / spin down) at -8.282 / -8.725 eV. As for the total charge: 0. As for the LUMO energy (spin up / spin down): 0.42 / 0.32 eV. Its spin multiplicity is 2.

---

[2]
Entry from the Open Molecules 2025 dataset: a cluster of 2 separate species, C3H6O3 in total (ωB97M-V/def2-TZVPD).

Last column: Mulliken charge in e.
Geometry (Å):
O1 1.449 1.505 0.403  -0.5531
C1 1.388 0.126 0.365  -0.1927
C2 0.411 -0.644 1.205  -0.1387
O2 -0.747 0.039 0.688  -0.5510
C3 0.213 -0.597 -0.209  -0.0778
H1 0.542 1.783 0.611  0.3243
H2 2.365 -0.320 0.199  0.3386
H3 0.344 -1.416 1.955  0.3820
H4 -0.069 -1.292 -0.987  0.4355
O3 -2.145 0.002 -1.646  -0.6640
H5 -2.108 0.030 -0.679  0.3890
H6 -1.643 0.784 -1.905  0.3078

The calculation puts the HOMO energy at -9.972 eV. As for the total charge: 0. As for the LUMO energy: 0.86 eV. Its spin multiplicity is 1. Its SMILES is O[C@H]1[C@H]2O[C@@H]12.O. For the energy above the lowest of the compared OMol25 structures with the same formula, charge and spin, the calculation gives 95.7 kcal/mol.

---

[3]
Entry from the Open Molecules 2025 dataset: a structure of composition C31H25AlFO4S (ωB97M-V/def2-TZVPD).

Last column: Mulliken charge in e.
Geometry (Å):
C1 2.477 1.856 4.654  -1.1542
C2 2.201 0.714 5.626  0.6650
F1 0.881 0.898 6.143  -0.3584
C3 3.191 0.598 6.759  -1.1196
Al1 3.539 2.229 7.913  0.2996
S1 5.429 3.324 7.096  -0.4752
H1 1.538 2.282 4.300  0.2453
H2 3.037 1.492 3.789  0.2283
H3 3.053 2.652 5.125  0.2906
H4 2.118 -0.226 5.060  0.1826
H5 2.865 -0.236 7.393  0.3974
H6 4.145 0.281 6.316  0.3338
H7 3.959 1.789 9.415  -0.2903
H8 2.280 3.246 7.889  -0.2537
H9 5.378 2.962 5.809  0.0367
C4 -0.806 -1.745 3.152  -0.7073
C5 -0.189 -0.501 3.216  -0.4143
C6 0.624 -0.077 2.176  -0.8732
C7 0.829 -0.896 1.073  0.4069
C8 0.215 -2.151 1.015  0.5318
C9 -0.604 -2.568 2.057  -0.5980
C10 0.412 -3.058 -0.148  0.6853
O1 -0.165 -4.124 -0.228  -0.6995
C11 1.315 -2.593 -1.241  0.0114
C12 1.529 -3.423 -2.336  -0.5798
C13 2.331 -2.996 -3.379  -0.5774
C14 2.921 -1.738 -3.337  -0.4819
C15 2.711 -0.908 -2.250  -0.6661
C16 1.910 -1.331 -1.198  0.4788
C17 1.691 -0.408 -0.041  0.3774
O2 2.191 0.695 -0.024  -0.6678
H10 -1.437 -2.074 3.967  0.4268
H11 -0.324 0.134 4.084  0.5234
H12 1.109 0.889 2.216  0.5058
H13 -1.066 -3.544 1.993  0.4887
H14 1.051 -4.393 -2.350  0.4819
H15 2.495 -3.642 -4.232  0.4006
H16 3.541 -1.404 -4.158  0.4198
H17 3.153 0.078 -2.196  0.4869
C18 -3.040 3.434 -6.399  -0.4719
C19 -1.715 3.021 -6.485  -0.5189
C20 -1.254 1.995 -5.679  -0.4949
C21 -2.115 1.379 -4.779  0.0885
C22 -3.443 1.796 -4.689  0.1636
C23 -3.902 2.824 -5.505  -0.5651
C24 -4.393 1.165 -3.724  0.5915
O3 -5.552 1.517 -3.666  -0.6758
C25 -3.858 0.093 -2.837  0.4760
C26 -4.701 -0.486 -1.896  -0.6669
C27 -4.226 -1.482 -1.060  -0.7486
C28 -2.907 -1.911 -1.164  -0.2913
C29 -2.067 -1.341 -2.104  -0.3364
C30 -2.533 -0.336 -2.940  -0.1331
C31 -1.592 0.268 -3.927  0.5537
O4 -0.451 -0.124 -4.037  -0.6025
H18 -3.398 4.237 -7.031  0.3923
H19 -1.042 3.503 -7.181  0.3937
H20 -0.228 1.654 -5.727  0.4909
H21 -4.936 3.130 -5.417  0.4707
H22 -5.723 -0.136 -1.833  0.4816
H23 -4.881 -1.925 -0.321  0.4058
H24 -2.532 -2.692 -0.515  0.4140
H25 -1.038 -1.664 -2.204  0.5947

The calculation puts the HOMO energy at -4.513 eV. As for the total charge: -1. As for the LUMO energy: 0.20 eV. Its spin multiplicity is 1.

---

[4]
Entry from the Open Molecules 2025 dataset: a structure of composition C2H3BrF2 (ωB97M-V/def2-TZVPD).

Last column: Mulliken charge in e.
Geometry (Å):
C1 -0.265 -0.375 0.970  -0.6719
C2 0.340 0.278 -0.874  0.2265
F1 1.228 1.255 -0.539  -0.2646
F2 0.907 -0.609 -1.585  -0.1964
Br1 -2.153 -0.434 0.934  -0.1183
H1 0.248 -1.284 0.889  0.3664
H2 0.205 0.391 1.485  0.3900
H3 -0.510 0.778 -1.279  0.2684

The calculation puts the HOMO energy at -9.459 eV. As for the total charge: 0. As for the LUMO energy: 0.88 eV. Its spin multiplicity is 1. For the energy above the lowest of the compared OMol25 structures with the same formula, charge and spin, the calculation gives 48.8 kcal/mol.

---

> Which of these has the lowest total charge?

C31H25AlFO4S

---

> Among the records above, which one has the lowest total charge?

C31H25AlFO4S